{"formula": "C24H9F7N2O3", "method": "the ωB97M-V functional and the def2-TZVPD basis", "species": ["C", "C", "C", "C", "C", "H", "H", "N", "O", "C", "C", "C", "C", "C", "C", "C", "H", "C", "F", "F", "H", "H", "O", "F", "H", "C", "N", "C", "C", "C", "H", "C", "C", "C", "C", "F", "O", "F", "C", "C", "F", "F", "H", "H", "C"], "positions_angstrom": [[1.325, 3.585, -1.869], [0.016, 3.872, -1.430], [1.553, -2.110, 2.261], [1.705, 2.272, -1.858], [-6.601, 1.161, 0.579], [-0.676, -0.880, 4.688], [2.181, -4.520, 0.939], [-1.277, 0.264, -0.994], [0.177, -3.484, -1.844], [-2.669, 0.388, -0.602], [-0.857, 2.773, -1.185], [-4.253, 0.590, 1.135], [1.394, -0.196, -1.530], [0.464, -1.291, -1.241], [-2.998, 0.190, 0.726], [-4.856, 1.211, -1.139], [-1.503, -1.858, -0.484], [0.828, -3.189, 1.977], [-3.292, 1.125, -2.807], [-0.347, 5.201, -1.310], [0.468, -4.685, 0.554], [1.580, -0.360, 3.492], [2.574, -0.635, -1.625], [-2.197, -0.126, 1.689], [2.511, -1.773, 1.931], [-0.889, -2.727, 3.725], [-7.610, 1.712, 0.732], [1.280, -4.008, 0.763], [-0.308, -3.547, 2.659], [-0.479, 1.444, -1.176], [2.660, 1.994, -2.318], [1.037, -1.273, 3.275], [-3.595, 0.956, -1.504], [-0.193, -1.535, 3.942], [0.877, 1.194, -1.507], [-4.523, 0.823, 2.381], [1.706, -3.098, -0.267], [-5.731, 1.561, -2.136], [-5.268, 0.921, 0.175], [0.774, -2.710, -1.120], [-2.114, 3.263, -0.781], [2.272, 4.594, -2.063], [-0.702, -4.523, 2.458], [-1.806, -2.956, 4.301], [-0.821, -1.005, -0.943]], "multiplicity": 1, "max_force_ev_per_a": 5.08, "total_charge": 0, "lumo_energy_ev": -1.132, "smiles": "N#Cc1c(F)c(F)c(-n2cc(C(=O)OCc3ccccc3)c(=O)c3cc(F)c(F)c(F)c32)c(F)c1F", "molar_mass_da": 506.33, "gap_ev": 8.124}